Formula: C6H7NO
Source: the OMol25 dataset
Level of theory: wB97M-V/def2-TZVPD

Values from the calculation:
* orbital gap: 9.741 eV
* structure (SMILES): C#CC(=C)N(C)C=O
* molar mass: 109.13 g mol⁻¹
* largest force on an atom: 0.101 hartree/bohr
* E_LUMO: 0.794 eV

The geometry in ORCA input format:
```
! wB97M-V def2-TZVPD RIJCOSX def2/J DEFGRID3
* xyz 0 1
H -0.002 -1.764 -0.692
C 1.679 -0.487 -0.013
C 0.629 0.626 0.034
H 2.139 2.072 -0.263
H 3.524 -1.774 0.196
H -1.678 2.081 -0.737
H -1.759 1.727 1.125
C -0.935 -1.124 -0.170
C -1.677 1.225 0.092
N -0.677 0.202 -0.028
C 2.662 -1.221 0.130
O -2.022 -1.572 0.065
C 1.107 1.870 -0.050
H -2.593 0.718 0.063
H 0.504 2.763 -0.146
*
```